Here is an isolated molecule of CH2I2 from the Open Molecules 2025 dataset. Energies are from ωB97M-V/def2-TZVPD.

Output
E_HOMO   -0.3137 hartree
Relative energy (zero: lowest compared OMol25 entry of this formula, charge and spin)   55.9 kcal per mole
Total charge   0
LUMO   -2.1 eV
Total energy   -17267.881 eV
Orbital gap   6.45 eV

Last columns: bonded neighbours and bond lengths (Å).
Atoms and positions in Å:
1 C 0.31648 0.30690 -0.01641  I2 2.047, H4 1.019, H5 1.010
2 I 2.15583 1.20404 -0.00635  C1 2.047, I3 2.920
3 I 4.47138 -0.57412 0.00864  I2 2.920
4 H 0.04248 -0.27021 -0.81091  C1 1.019
5 H 0.03063 -0.01261 0.89764  C1 1.010

Here is a cluster of 2 separate species, CH2I2O in total from the Open Molecules 2025 dataset. Energies are from ωB97M-V/def2-TZVPD.

Output
E_HOMO (spin up / spin down)   -0.3085 / -0.3437 hartree
Relative energy (zero: lowest compared OMol25 entry of this formula, charge and spin)   42.7 kcal per mole
Total charge   0
LUMO (spin up / spin down)   -2.7 / -1.0 eV
Total energy   -19315.690 eV
Orbital gap (spin up / spin down)   5.67 / 8.33 eV

Last columns: bonded neighbours and bond lengths (Å).
Atoms and positions in Å:
1 C -0.16904 0.11536 -0.66081  O2 1.366, I4 2.081, H5 1.049
2 O 0.04930 0.00420 0.68308  C1 1.366, H6 0.920
3 I 1.82478 2.68444 -1.27332  no bonds
4 I -2.05356 0.58109 -1.40951  C1 2.081
5 H 0.47442 -0.24400 -1.40720  C1 1.049
6 H -0.20911 0.78807 1.09043  O2 0.920

Here is an isolated molecule of CH2INO2 from the Open Molecules 2025 dataset. Energies are from ωB97M-V/def2-TZVPD.

Output
E_HOMO   -0.3743 hartree
Relative energy (zero: lowest compared OMol25 entry of this formula, charge and spin)   74.4 kcal per mole
Total charge   0
LUMO   -0.6 eV
Total energy   -14751.510 eV
Orbital gap   9.58 eV
SMILES   O=[N+]([O-])CI

Last columns: bonded neighbours and bond lengths (Å).
Atoms and positions in Å:
1 O 0.13981 -0.12275 -2.18408  N2 1.192
2 N -0.51332 -0.82456 -1.47493  O1 1.192, O3 1.237, C4 1.494
3 O -1.28656 -1.73069 -1.80662  N2 1.237
4 C -0.38753 -0.47493 -0.02833  N2 1.494, I5 2.174, H6 1.149, H7 1.211
5 I -2.21328 -0.69007 1.13274  C4 2.174
6 H 0.30965 -1.18735 0.54382  C4 1.149
7 H -0.05854 0.68864 -0.09349  C4 1.211